*1*
Density functional theory data (the ωB97M-V functional and the def2-TZVPD basis) for a single C5H13NS molecule.

XYZ file:
```
20
Properties=species:S:1:pos:R:3:lowdin_charge:R:1
C -1.90737 -0.38648 -0.04069 -0.309
C -2.03981 1.10595 -0.00751 -0.605
S -2.16583 1.70020 1.71910 0.681
C -0.59103 -0.90177 0.64912 -0.332
N 0.53632 -0.15979 0.38023 -0.119
C 1.61402 -0.78804 -0.45420 -0.239
C 2.82214 0.19450 -0.80390 -0.074
H -1.88121 -0.83700 -1.08228 0.122
H -2.73409 -0.78787 0.59961 0.100
H -1.15156 1.40289 -0.53775 0.053
H -3.00652 1.34418 -0.62304 0.104
H -1.49308 2.85439 1.43888 -0.133
H -0.86529 -1.28481 1.72433 0.137
H -0.33167 -1.91610 0.13470 0.120
H 1.00120 0.15617 1.19187 0.095
H 1.88613 -1.74967 -0.06595 0.087
H 1.04683 -0.91662 -1.45296 0.129
H 3.49934 -0.45423 -1.37716 0.065
H 2.39078 0.93947 -1.46395 0.064
H 3.37069 0.48464 0.07156 0.053
```

Gap between HOMO and LUMO: 0.35340 Ha
E_LUMO: 0.94 eV
SMILES string: CCNCCCS
Multiplicity: 1

=====

*2*
Density functional theory data (the ωB97M-V functional and the def2-TZVPD basis) for a single C5H13NS molecule.

XYZ file:
```
20
Properties=species:S:1:pos:R:3:lowdin_charge:R:1
C 0.29837 -2.01988 -1.08405 -0.126
N -0.48742 -0.83358 -0.81451 -0.116
C -0.14405 0.57618 -0.78049 -0.432
C 0.13593 1.07575 0.67620 -0.231
C 0.87993 0.10201 1.56842 -0.567
S 0.79613 0.31736 3.40213 0.657
C -1.15364 1.48756 -1.40822 -0.077
H 1.35731 -1.78624 -1.19530 0.082
H 0.05291 -2.78937 -0.34179 0.075
H -0.04168 -2.50076 -2.00509 0.061
H -1.34956 -1.03512 -0.32954 0.116
H 0.80293 0.70062 -1.31484 0.140
H 0.63282 2.03709 0.54222 0.114
H -0.88253 1.09780 1.08954 0.106
H 0.48803 -0.89188 1.37210 0.049
H 1.95105 0.16453 1.35072 0.064
H 1.04054 -0.96044 3.77544 -0.155
H -1.57329 1.09204 -2.33018 0.080
H -2.03485 1.66116 -0.76688 0.079
H -0.76892 2.50517 -1.40591 0.079
```

Gap between HOMO and LUMO: 0.33707 Ha
E_LUMO: 0.95 eV
SMILES string: CN[C@@H](C)CCS
Multiplicity: 1

=====

*3*
Density functional theory data (the ωB97M-V functional and the def2-TZVPD basis) for a single C5H13NS molecule.

XYZ file:
```
20
Properties=species:S:1:pos:R:3:lowdin_charge:R:1
C 1.00238 0.85811 -1.08182 -0.252
C 2.01067 -0.30718 -1.13153 -0.520
S 1.27389 -1.99791 -0.90991 0.689
C 0.19438 0.94694 0.23655 -0.262
N -0.83795 -0.01664 0.43807 -0.362
C -0.92901 -0.70007 1.72696 -0.091
C -2.12433 0.23592 -0.20075 -0.087
H 1.57129 1.79118 -1.07744 0.104
H 0.34163 0.74502 -1.97508 0.114
H 2.78207 -0.07386 -0.39442 0.074
H 2.38179 -0.36533 -2.15404 0.049
H 1.78537 -2.38321 0.24052 -0.182
H 0.90727 0.90494 1.10374 0.131
H -0.31964 1.94243 0.29075 0.116
H 0.02687 -1.21001 1.82319 0.058
H -1.66738 -1.53296 1.56276 0.100
H -1.19013 0.05876 2.43751 0.074
H -1.84368 1.07355 -0.88236 0.086
H -2.79650 0.71502 0.53539 0.078
H -2.56896 -0.68470 -0.58808 0.082
```

Gap between HOMO and LUMO: 0.30773 Ha
E_LUMO: 0.90 eV
SMILES string: CN(C)CCCS
Multiplicity: 1

=====

*4*
Density functional theory data (the ωB97M-V functional and the def2-TZVPD basis) for a single C5H13NS molecule.

XYZ file:
```
20
Properties=species:S:1:pos:R:3:lowdin_charge:R:1
C -0.27177 1.10488 1.28328 -0.237
C -1.70117 1.24366 0.76061 -0.523
S -2.34011 -0.13943 -0.26098 0.706
C 0.44869 -0.22451 0.95150 -0.293
N 1.03465 -0.18974 -0.37872 -0.100
C 2.43881 -0.53751 -0.45376 -0.311
C 2.83385 -0.72128 -1.90411 -0.101
H 0.40457 1.82805 0.83825 0.104
H -0.30346 1.16116 2.36408 0.097
H -1.84711 2.16166 0.20993 0.054
H -2.42860 1.34540 1.55855 0.058
H -3.41610 -0.40648 0.46193 -0.166
H -0.18311 -1.10170 1.10498 0.087
H 1.27211 -0.34844 1.66468 0.108
H 0.50864 -0.77873 -1.01383 0.085
H 2.68295 -1.41500 0.15891 0.109
H 2.97823 0.32680 -0.04873 0.113
H 2.78123 0.21319 -2.45919 0.073
H 2.09990 -1.36733 -2.40770 0.072
H 3.79405 -1.19707 -2.02947 0.064
```

Gap between HOMO and LUMO: 0.35043 Ha
E_LUMO: 0.89 eV
SMILES string: CCNCCCS
Multiplicity: 1

=====

Here are the energies relative to the best structure, in kJ/mol: *1* 93.2; *2* 40.5; *3* 78.9; *4* 0.0.

=====

*1*
Density functional theory data (the ωB97M-V functional and the def2-TZVPD basis) for 2 unconnected molecules or ions with the total composition C5H13NS.

XYZ file:
```
20
Properties=species:S:1:pos:R:3:lowdin_charge:R:1
C 0.16766 1.59966 1.56032 -0.228
C -1.20007 1.64208 0.88075 -0.626
S -1.01957 1.62818 -0.91111 0.649
C 1.02414 0.43220 0.99883 -0.361
N 0.99222 -0.74185 1.73912 0.135
C -0.60171 -1.85841 -1.22906 -0.188
C 0.28238 -1.16347 -2.27231 -0.195
H 0.01195 1.51031 2.63888 0.110
H 0.67259 2.54207 1.34886 0.111
H -1.86250 0.81299 1.11523 0.060
H -1.62414 2.56964 1.28779 0.084
H 1.68161 -0.69060 2.49946 0.055
H 0.44179 0.12552 0.10131 0.024
H 2.03211 0.76504 0.71583 0.127
H -1.55041 -1.33179 -1.09411 0.043
H -0.13562 -1.86247 -0.24728 0.029
H -0.95717 -2.84279 -1.53961 0.061
H -0.08004 -0.15340 -2.46284 -0.011
H 1.34121 -1.16808 -1.98402 0.063
H 0.38357 -1.81483 -3.14601 0.059
```

Gap between HOMO and LUMO: 0.17106 Ha
E_LUMO: -3.37 eV
Multiplicity: 1

=====

*2*
Density functional theory data (the ωB97M-V functional and the def2-TZVPD basis) for a single C5H13NS molecule.

XYZ file:
```
20
Properties=species:S:1:pos:R:3:lowdin_charge:R:1
C 0.05145 -0.44092 -1.10832 -0.194
C -1.42753 -0.16514 -1.42137 -0.288
C -2.26289 0.55268 -0.35869 -0.563
S -2.61305 -0.59780 1.01449 0.701
C 0.62031 0.35568 0.06369 -0.274
N 2.07037 0.23374 0.15302 -0.140
C 2.56392 -0.48944 1.31054 -0.147
H 0.66029 -0.28964 -1.98728 0.103
H 0.12965 -1.48742 -0.78637 0.110
H -1.94621 -1.09267 -1.65676 0.095
H -1.50166 0.47883 -2.30255 0.106
H -1.76725 1.47865 -0.05984 0.068
H -3.22424 0.81611 -0.79464 0.058
H -2.55473 0.24358 2.05281 -0.154
H 0.36648 1.42214 0.01269 0.113
H 0.18627 0.00830 0.99907 0.083
H 2.57101 1.10689 0.02826 0.100
H 2.29736 -0.04573 2.28478 0.075
H 3.64316 -0.59469 1.26393 0.071
H 2.13729 -1.49317 1.29255 0.077
```

Gap between HOMO and LUMO: 0.34443 Ha
E_LUMO: 0.88 eV
SMILES string: CNCCCCS
Multiplicity: 1

=====

Here are the energies relative to the best structure, in kJ/mol: *1* 489.2; *2* 0.0.

=====

*1*
Density functional theory data (the ωB97M-V functional and the def2-TZVPD basis) for a single C5H13NS molecule.

XYZ file:
```
20
Properties=species:S:1:pos:R:3:lowdin_charge:R:1
C -0.04896 -0.60712 0.13958 -0.218
C 1.36687 -1.07587 0.20194 -0.370
C 1.71250 -1.92360 -0.95186 -0.470
S 3.08331 -0.81856 -1.74243 0.634
C -0.25749 0.80288 0.72102 -0.293
N -1.51338 1.25893 1.17609 -0.114
C -2.52042 1.89128 0.27227 -0.095
H -0.65802 -0.62180 -0.74421 0.106
H -0.67778 -1.27081 0.68104 0.096
H 2.09165 -0.23464 0.49059 0.107
H 1.46973 -1.87981 0.99927 0.130
H 0.96636 -1.96806 -1.84786 0.094
H 2.18180 -2.94188 -0.89543 0.080
H 2.48393 0.35158 -1.69466 -0.182
H 0.18066 1.50059 -0.02564 0.130
H 0.48329 1.00412 1.43275 0.084
H -1.90968 0.42083 1.57237 0.090
H -2.45810 1.51382 -0.70211 0.045
H -3.53390 1.67395 0.75799 0.106
H -2.44237 2.92416 0.15929 0.042
```

Gap between HOMO and LUMO: 0.35498 Ha
E_LUMO: 0.96 eV
SMILES string: CNCCCCS
Multiplicity: 1

=====

*2*
Density functional theory data (the ωB97M-V functional and the def2-TZVPD basis) for a single C5H13NS molecule.

XYZ file:
```
20
Properties=species:S:1:pos:R:3:lowdin_charge:R:1
C 2.98342 -0.53819 -0.00143 -0.075
C 1.51594 -0.68132 -0.36612 -0.485
C 0.85959 0.67526 -0.45745 -0.268
C -0.67578 0.64521 -0.51603 -0.513
S -1.36211 0.37991 1.14120 0.776
C -3.10393 0.72601 0.67746 -0.396
N 1.30585 -1.41262 -1.62208 0.034
H 3.11798 -0.34507 1.06992 0.079
H 3.47340 0.26010 -0.54941 0.076
H 3.47095 -1.50647 -0.12782 0.073
H 1.01301 -1.26865 0.40487 0.127
H 1.08578 1.23059 0.46114 0.099
H 1.24968 1.26642 -1.28535 0.116
H -1.02645 -0.15101 -1.17322 0.071
H -1.01429 1.60753 -0.90492 0.076
H -3.77199 0.61287 1.52567 0.029
H -3.38745 0.07975 -0.11266 0.017
H -3.07882 1.77598 0.39449 0.026
H 2.02889 -1.24764 -2.30987 0.069
H 1.29615 -2.41229 -1.46545 0.069
```

Gap between HOMO and LUMO: 0.34637 Ha
E_LUMO: 1.08 eV
SMILES string: CSCC[C@H](C)N
Multiplicity: 1

=====

*3*
Density functional theory data (the ωB97M-V functional and the def2-TZVPD basis) for a single C5H13NS molecule.

XYZ file:
```
20
Properties=species:S:1:pos:R:3:lowdin_charge:R:1
C -0.80798 0.00042 -0.87424 -0.301
C -2.11472 0.24718 -0.16626 -0.519
S -1.70560 1.68906 0.92096 0.710
C 0.21193 -0.70851 0.16826 -0.265
N 1.58094 -0.62453 -0.22507 -0.285
C 2.55514 -1.10737 0.73635 -0.096
C 1.91365 -0.98873 -1.63436 -0.101
H -0.98086 -0.63889 -1.74193 0.098
H -0.24794 0.92086 -1.13144 0.095
H -2.42191 -0.69291 0.48670 0.124
H -2.94933 0.69538 -0.76348 0.064
H -1.89310 1.41583 2.16319 -0.203
H 0.02781 -0.34288 1.16902 0.074
H -0.15441 -1.72967 0.39680 0.112
H 2.22885 -0.83352 1.73442 0.082
H 3.50281 -0.62043 0.60309 0.081
H 2.56498 -2.14831 0.75520 0.059
H 1.60279 -0.21624 -2.50742 0.115
H 1.39543 -1.95015 -1.85192 0.075
H 2.99971 -1.17027 -1.85058 0.079
```

Gap between HOMO and LUMO: 0.33212 Ha
E_LUMO: 0.95 eV
SMILES string: CN(C)CCCS
Multiplicity: 1

=====

*4*
Density functional theory data (the ωB97M-V functional and the def2-TZVPD basis) for a single C5H13NS molecule.

XYZ file:
```
20
Properties=species:S:1:pos:R:3:lowdin_charge:R:1
C -1.74422 -0.49613 0.57329 -0.234
C -1.75806 0.01336 -0.93452 -0.538
S -0.66652 -1.00370 -2.00207 0.679
C -0.35433 -0.41332 1.14848 -0.305
N 0.44337 0.74302 0.80952 -0.096
C 1.67984 0.89395 1.57180 -0.304
C 2.88140 1.47255 0.84785 -0.091
H -2.53165 0.02818 1.08981 0.104
H -1.88190 -1.56903 0.40653 0.088
H -1.45530 1.05637 -0.86312 0.064
H -2.77288 -0.03902 -1.32172 0.054
H -1.05515 -2.26652 -1.73063 -0.143
H 0.23668 -1.33841 1.08627 0.110
H -0.51904 -0.31217 2.23499 0.119
H 0.69348 0.75187 -0.17089 0.066
H 1.94136 -0.11369 1.92390 0.101
H 1.49720 1.50076 2.47105 0.111
H 2.81290 2.54154 0.67533 0.069
H 2.83573 1.16481 -0.21671 0.076
H 3.73651 1.04446 1.35166 0.071
```

Gap between HOMO and LUMO: 0.34945 Ha
E_LUMO: 0.88 eV
SMILES string: CCNCCCS
Multiplicity: 1

=====

Here are the energies relative to the best structure, in kJ/mol: *1* 227.7; *2* 0.0; *3* 175.3; *4* 87.9.

=====

*1*
Density functional theory data (the ωB97M-V functional and the def2-TZVPD basis) for a single C3H5N3S2 molecule.

XYZ file:
```
13
Properties=species:S:1:pos:R:3:lowdin_charge:R:1
C 1.20950 0.19072 0.05252 -0.483
C -0.82108 0.90195 -0.10496 -0.734
C -0.91072 -0.44796 -0.09112 -0.761
H 2.93398 -0.21287 -0.97014 0.104
H 3.05071 1.01768 0.27187 0.123
H -3.03560 1.42388 -0.47895 -0.104
H -2.35988 -1.92444 1.28908 -0.081
H 0.58562 -1.94968 0.16080 0.177
N 2.62358 0.06110 0.00091 0.071
N 0.53396 1.25948 0.04450 0.086
N 0.37944 -0.92983 -0.07419 0.064
S -1.96912 2.18836 -0.01024 0.784
S -2.22039 -1.57840 -0.09009 0.752
```

Gap between HOMO and LUMO: 0.31493 Ha
E_LUMO: 0.55 eV
SMILES string: Nc1nc(S)c(S)[nH]1
Multiplicity: 1

=====

*2*
Density functional theory data (the ωB97M-V functional and the def2-TZVPD basis) for a single C3H5N3S2 molecule.

XYZ file:
```
13
Properties=species:S:1:pos:R:3:lowdin_charge:R:1
C 1.92327 0.91248 0.18728 -0.096
C -0.95522 -1.46768 0.53343 -0.850
C -0.58803 1.09690 -0.23436 -0.757
H 2.59863 -0.89466 0.79954 -0.030
H 1.68605 1.90755 0.26952 0.048
H -1.60862 -2.40840 0.16671 0.089
H -0.31848 -1.53738 1.52828 0.069
H -1.48726 2.98706 0.13001 0.173
N 2.91087 0.08068 0.82051 0.050
N 0.64732 0.38579 -0.59635 -0.403
N -0.66832 2.29871 -0.35887 0.070
S 0.47208 -1.35977 -0.69177 0.808
S -1.93330 -0.05652 0.38745 0.829
```

Gap between HOMO and LUMO: 0.33967 Ha
E_LUMO: 0.23 eV
SMILES string: [H]/N=C\N1SCS/C1=N\[H]
Multiplicity: 1

=====

*3*
Density functional theory data (the ωB97M-V functional and the def2-TZVPD basis) for a single C3H5N3S2 molecule.

XYZ file:
```
13
Properties=species:S:1:pos:R:3:lowdin_charge:R:1
C 0.56536 -0.76904 -1.09611 -0.241
C -0.98000 -0.61763 1.82358 -0.577
C 1.93673 1.11900 -1.31191 -0.144
N -0.23724 -1.62844 -0.25746 0.014
N -0.69631 -1.20980 0.81248 -0.074
N 1.07518 0.24955 -0.65648 -0.020
S -3.41047 0.69202 2.63497 0.356
S -1.80051 -0.45112 3.15244 0.536
H 0.62604 -1.25507 -2.09998 0.127
H 1.96238 2.06963 -0.90314 0.049
H 2.93820 0.58845 -1.33132 0.113
H 1.75240 1.23505 -2.34415 0.059
H -3.73176 -0.02260 1.57707 -0.196
```

Gap between HOMO and LUMO: 0.29688 Ha
E_LUMO: -0.20 eV
Multiplicity: 1

=====

Here are the energies relative to the best structure, in kJ/mol: *1* 0.0; *2* 340.7; *3* 376.6.